This record from the Open Molecules 2025 dataset describes one molecule with the formula C3H3N3O at a distorted geometry. The level of theory is wB97M-V/def2-TZVPD.

XYZ file:
```
10
Properties=species:S:1:pos:R:3:forces:R:3:nbo_charge:R:1
O 0.1329 2.2486 0.4803 1.151 -2.258 2.748 -0.643
C 0.0061 0.8806 0.1966 3.179 3.443 -0.708 0.699
N 0.9128 0.0032 0.7706 -1.884 3.507 0.520 -0.511
C 0.5849 -1.2012 0.5477 -3.595 -2.329 -3.740 0.284
N -0.4418 -1.6237 -0.4160 2.723 3.115 0.762 -0.488
C -0.8449 -0.5339 -1.1942 2.024 -3.589 5.504 0.284
N -0.7029 0.7241 -0.8881 -0.181 0.298 0.445 -0.486
H 0.6831 2.3277 1.3485 -1.276 -0.256 -2.206 0.493
H 1.1472 -1.9483 1.0256 0.442 -1.214 0.450 0.187
H -1.4774 -0.8774 -1.8710 -2.583 -0.718 -3.774 0.179
```
Positions in Å, forces in eV/Å.

Values from the calculation:
Energy (a.u.): -355.59122
Spin multiplicity: 1
HOMO (eV): -10.4
SMILES: Oc1ncncn1
LUMO energy (eV): 0.067
Max |F| (eV/A): 6.88
Orbital gap (eV): 10.432

This record from the Open Molecules 2025 dataset describes a 2-piece molecular cluster, C8H6Cl3NO3 overall at a distorted geometry. The level of theory is wB97M-V/def2-TZVPD.

XYZ file:
```
21
Properties=species:S:1:pos:R:3:forces:R:3:nbo_charge:R:1
O 1.9262 0.0210 -0.3831 -0.683 0.598 0.087 -0.552
C 0.9727 0.7536 -0.5616 0.283 -0.732 -0.237 0.542
C -0.3183 0.5495 0.1444 -1.067 -0.775 0.898 -0.171
C -1.6528 0.8716 -0.3323 3.783 0.622 0.107 -0.163
C -2.6708 0.5294 0.5078 -1.862 1.922 -2.101 -0.209
C -2.5248 0.0645 1.7606 0.467 -1.091 -0.400 -0.192
C -1.3120 -0.3902 2.1247 3.105 -1.050 3.952 -0.188
C -0.1646 -0.1660 1.3903 0.027 0.541 -2.819 -0.162
C 1.1494 1.8567 -1.6355 -0.008 0.575 -0.169 -0.203
Cl 2.8629 2.1529 -1.8682 0.180 -0.119 -0.342 0.068
Cl 0.3396 1.3032 -3.1076 0.226 -0.500 -0.274 0.047
Cl 0.4120 3.4142 -1.2586 -0.250 0.180 0.654 0.039
H -1.7197 1.5028 -1.2517 -0.454 -1.019 0.854 0.240
H -3.6547 0.8036 0.1711 -0.427 -0.024 -0.041 0.215
H -3.3552 -0.1439 2.3393 -1.557 -0.127 1.203 0.221
H -1.1155 -0.8259 3.1796 -0.720 0.483 -1.881 0.219
H 0.8465 -0.5952 1.5511 -0.988 0.512 0.508 0.247
O 1.9033 -4.3462 -0.8306 1.557 1.862 0.284 -0.298
N 1.9300 -3.1542 -0.8530 -2.564 0.061 -0.513 0.333
O 3.0926 -2.5474 -0.5633 2.446 -6.631 0.373 -0.536
H 3.0532 -1.6539 -0.5235 -1.495 4.712 -0.142 0.502
```
Positions in Å, forces in eV/Å.

Values from the calculation:
Energy (a.u.): -1969.36537
Spin multiplicity: 1
HOMO (eV): -9.9
SMILES: O=C(c1ccccc1)C(Cl)(Cl)Cl.O=NO
LUMO energy (eV): -0.818
Max |F| (eV/A): 7.08
Orbital gap (eV): 9.071

This record from the Open Molecules 2025 dataset describes C31H49ClO2P2Rh as an isolated structure at a distorted geometry. The level of theory is wB97M-V/def2-TZVPD.

XYZ file:
```
86
Properties=species:S:1:pos:R:3:forces:R:3:lowdin_spin:R:1
Rh 2.4142 1.0949 0.2257 1.311 -4.104 -4.600 1.928
C 0.6553 2.4344 0.6203 -0.490 0.448 0.838 0.164
C 0.3404 1.2666 1.3738 -0.065 0.327 0.295 0.167
C 2.4720 1.9634 2.0179 -1.090 0.650 1.196 0.113
C 1.9641 2.8953 1.0249 -0.667 0.485 1.189 0.114
C 1.4684 0.9341 2.1796 -0.746 0.730 1.334 0.169
C -0.3136 3.1676 -0.2400 -0.056 0.212 -0.231 0.023
H -1.2505 2.6059 -0.3226 0.181 0.151 -0.048 0.000
H 0.0960 3.3212 -1.2518 -0.326 0.079 0.408 0.006
H -0.5430 4.1538 0.1990 0.073 -0.302 -0.183 0.007
C 2.6748 4.0771 0.5118 0.363 0.264 -0.246 0.031
H 1.9867 4.8885 0.3016 -0.040 0.266 0.051 0.005
H 3.1421 3.7912 -0.4331 0.192 0.425 0.105 0.011
H 3.4460 4.4021 1.2114 -0.079 0.157 -0.139 0.000
C 3.8128 1.9714 2.6321 0.422 -0.041 0.077 0.032
H 4.2600 2.9573 2.5593 0.167 0.053 0.220 0.000
H 4.4412 1.2729 2.0760 0.254 0.210 0.214 0.012
H 3.7972 1.6245 3.6582 0.009 0.170 0.315 0.005
C 1.4695 -0.1514 3.1997 -0.086 -0.172 0.197 0.022
H 0.6579 0.0050 3.9190 0.097 0.061 -0.058 0.008
H 2.4058 -0.1786 3.7608 -0.151 -0.045 -0.106 0.000
H 1.2916 -1.1324 2.7505 0.091 0.046 0.032 0.005
C -0.9866 0.5888 1.4113 -0.311 -0.279 -0.145 0.026
H -1.7665 1.2145 1.8855 0.407 -0.128 -0.169 0.010
H -0.9384 -0.3493 1.9779 0.010 0.251 -0.181 0.000
H -1.3384 0.3475 0.3971 0.041 0.012 0.287 0.005
C -1.1297 -1.1063 -2.3712 -0.145 1.310 0.849 0.295
C -2.4228 -0.7859 -1.9966 0.989 0.263 -0.856 0.030
C -3.3371 -1.7458 -1.5853 -0.869 0.360 -0.171 0.428
C -2.9346 -2.9285 -0.8051 0.392 -0.300 0.369 0.073
C -1.8999 -2.6171 0.2826 -0.394 -0.217 0.006 0.016
C -0.6001 -2.8958 0.1643 0.025 -0.057 0.192 0.002
C 0.1264 -3.1096 -1.1452 -0.256 -0.310 -0.225 0.023
C -0.4995 -2.4499 -2.4359 0.622 -0.814 -0.175 0.042
H -4.3946 -1.6448 -1.8340 0.288 0.218 0.253 0.021
H -2.5109 -3.7129 -1.4497 -0.275 -0.016 0.177 0.026
H -5.0800 0.7580 -0.3369 0.043 -0.084 0.142 0.000
H -1.2065 -3.1792 -2.8746 0.410 0.408 0.016 0.007
H -0.4850 -0.2706 -2.6805 -0.283 -0.268 0.143 0.018
H -2.7363 0.2633 -2.1212 0.019 -0.552 -0.207 0.001
H 0.3630 -2.3289 -3.1214 -0.545 -0.404 0.084 0.002
H 1.1453 -2.7102 -1.0089 -0.266 -0.125 -0.053 0.001
H 0.0367 -3.0068 1.0628 -0.359 0.726 -0.416 0.000
H 0.2409 -4.1947 -1.3643 0.081 0.552 0.098 0.002
H -3.8481 -3.3387 -0.3412 0.478 -0.046 0.003 0.003
H -2.3117 -2.1492 1.1896 0.225 -0.724 -0.115 0.001
P 1.9708 2.7189 -2.7311 0.426 0.873 -1.934 0.042
C 2.3732 4.5396 -2.8915 -0.027 -0.040 0.608 0.006
H 2.4519 4.8153 -3.9563 -0.025 -0.178 0.445 0.001
H 3.3228 4.7544 -2.3842 -0.217 0.083 -0.189 0.000
H 1.5837 5.1437 -2.4198 0.256 -0.100 -0.138 0.000
C 3.3084 2.1855 -3.8922 0.128 -0.369 0.339 0.001
H 3.2607 2.7559 -4.8324 0.056 -0.200 0.360 0.001
H 3.1841 1.1164 -4.1031 0.167 0.186 -0.063 0.000
H 4.2804 2.3432 -3.4085 -0.100 -0.108 -0.209 0.000
C 0.6711 2.8132 -4.0722 -0.449 -0.414 0.342 0.010
H 1.0846 3.3011 -4.9693 -0.061 -0.176 0.411 0.002
H -0.2030 3.3869 -3.7362 0.176 -0.158 -0.046 0.000
H 0.3319 1.8066 -4.3461 0.007 0.193 0.025 0.000
P 3.9301 -1.2946 1.0294 1.784 -1.492 0.502 0.045
C 4.1010 -2.0845 2.7285 -0.603 0.363 0.238 0.004
H 4.9467 -2.7934 2.7463 -0.312 0.414 -0.262 0.001
H 3.1896 -2.6385 2.9911 0.221 0.164 -0.039 0.000
H 4.2735 -1.3259 3.5029 -0.054 -0.174 -0.183 0.000
C 4.2100 -2.9366 0.1724 -0.474 0.120 -0.501 0.014
H 5.0828 -3.4595 0.6014 -0.381 0.416 -0.084 0.002
H 4.3930 -2.7827 -0.8978 -0.084 -0.065 0.164 0.000
H 3.3351 -3.5918 0.2812 0.154 0.208 -0.062 0.000
C 5.7204 -0.7961 0.9520 -0.216 0.355 -0.296 0.004
H 6.3662 -1.6642 1.1655 -0.302 0.390 -0.082 0.001
H 5.9273 0.0024 1.6760 0.080 -0.224 -0.246 0.000
H 5.9207 -0.4248 -0.0617 0.182 -0.033 0.261 0.001
Cl -8.5823 -4.4864 1.0420 -0.255 -0.280 -0.013 0.000
C -7.6710 -3.0456 1.1566 0.658 1.037 -0.010 0.000
C -7.3578 -2.5052 2.4107 0.007 0.068 -0.239 0.001
C -6.5324 -1.3871 2.4946 0.007 -0.158 -0.106 0.000
C -6.0151 -0.7944 1.3342 0.206 -0.026 -0.162 0.001
C -6.4133 -1.2729 0.0750 -0.234 -0.315 0.587 0.002
C -7.2307 -2.4075 -0.0096 0.153 0.259 0.095 0.000
C -4.9131 0.2280 1.5214 -0.247 -0.041 0.343 0.001
O -4.3979 0.4124 2.6008 -0.140 0.077 -1.201 0.001
O -4.4828 0.9013 0.4086 -0.130 -0.151 0.721 0.004
H -7.7473 -2.9758 3.3093 0.088 0.076 -0.160 0.000
H -6.2563 -0.9759 3.4694 -0.032 -0.195 -0.403 0.000
H -6.0855 -0.7902 -0.8470 -0.096 -0.261 0.236 0.001
H -7.5063 -2.8036 -0.9830 -0.005 0.031 0.189 0.000
```
Positions in Å, forces in eV/Å.

Values from the calculation:
Energy (a.u.): -2614.14874
Spin multiplicity: 5
Total charge: +1
HOMO (alpha / beta) (eV): -9.5 / -11.2
LUMO energy (alpha / beta) (eV): -2.683 / -4.223
Max |F| (eV/A): 6.30
Orbital gap (alpha / beta) (eV): 6.788 / 6.986